[1]
A cluster of 12 separate species, C46H61Br2N9O4 in total in a non-equilibrium geometry, computed with ωB97M-V with the def2-TZVPD basis set.

Calculated values
Kohn-Sham gap ... 8.2 eV
SMILES string ... c1cc[nH]c1.c1cc[nH]c1.c1cc[nH]c1.c1cc[nH]c1.c1cc[nH]c1.c1cc[nH]c1.c1cc[nH]c1.c1cc[nH]c1.c1cc[nH]c1.O=C1CCCO1.O=C1CCCO1.BrCCBr
LUMO energy ... 0.454 eV
HOMO level ... -0.2858 Ha

CARTESIAN COORDINATES (ANGSTROEM)
C -0.114643 1.102012 -0.546584
C -0.875185 0.343726 -1.510523
C -1.623250 -0.602659 -0.841142
N -1.400787 -0.408382 0.467064
C -0.557542 0.643051 0.688613
H 0.518816 1.966362 -0.737874
H -0.660990 0.426687 -2.590971
H -2.283607 -1.306757 -1.242750
H -1.960388 -0.800583 1.212942
H -0.334871 0.992199 1.660980
C 4.561943 3.064278 2.818267
C 3.208179 3.317700 2.475425
C 2.774515 2.118737 1.887225
N 3.766715 1.213935 1.917011
C 4.884057 1.763187 2.461442
H 5.308879 3.713455 3.279846
H 2.659210 4.276593 2.551563
H 1.907078 1.851205 1.294621
H 3.755189 0.280453 1.590226
H 5.811690 1.238215 2.614650
C 3.680551 -2.029316 0.750530
C 4.510136 -1.563865 -0.284935
C 3.789373 -0.788300 -1.163366
N 2.493269 -0.782654 -0.669265
C 2.407134 -1.501752 0.505876
H 3.957104 -2.616212 1.608702
H 5.601939 -1.681919 -0.273963
H 4.015809 -0.254939 -2.043790
H 1.704174 -0.224069 -0.987156
H 1.470978 -1.549702 1.026976
C 1.899893 -5.595716 -0.079632
C 0.721961 -6.010308 0.621019
C 0.389732 -7.279478 0.208711
N 1.276140 -7.641790 -0.784714
C 2.190828 -6.629847 -0.971623
H 2.396273 -4.604610 0.008822
H 0.252814 -5.411344 1.359802
H -0.402513 -7.982452 0.516026
H 1.481899 -8.569789 -1.184694
H 3.048910 -6.723561 -1.655716
C 1.482500 0.940331 -4.937460
C 0.450524 0.032241 -5.381102
C 0.996731 -1.224197 -5.299385
N 2.257042 -1.183807 -4.769470
C 2.591688 0.137790 -4.613045
H 1.381521 1.994395 -4.950672
H -0.487569 0.350605 -5.799761
H 0.669421 -2.196096 -5.387578
H 2.848170 -1.985772 -4.714949
H 3.577758 0.367335 -4.315993
C -3.838552 -4.900424 -1.357588
C -3.562357 -4.237472 -0.129073
C -2.263512 -4.076177 0.044658
N -1.641632 -4.651722 -1.066062
C -2.558514 -5.244168 -1.859428
H -4.802791 -5.153983 -1.713591
H -4.306889 -3.877038 0.499527
H -1.642285 -3.734926 0.860997
H -0.638162 -4.708794 -1.203677
H -2.235393 -5.599116 -2.852396
C -3.451052 -1.796319 3.991561
C -3.942389 -2.187681 2.737495
C -4.140461 -1.018338 1.997488
N -3.851280 0.055557 2.775572
C -3.391671 -0.422732 3.999412
H -3.229956 -2.505367 4.735944
H -4.090582 -3.179360 2.403984
H -4.655566 -0.948775 1.052961
H -4.032146 0.983076 2.502366
H -3.037025 0.371694 4.683419
C -2.128113 3.323850 3.560400
C -3.499124 3.515370 3.134401
C -4.210917 3.929354 4.204447
N -3.357245 3.889542 5.317528
C -2.078655 3.595846 4.894632
H -1.342123 3.156113 2.864379
H -3.824496 3.294053 2.142593
H -5.255863 4.071369 4.306170
H -3.585082 4.209771 6.287028
H -1.290838 3.551817 5.631450
C 3.955868 4.855534 -2.495454
C 3.283397 3.619931 -2.532802
C 3.203175 3.138418 -1.258011
N 3.844950 4.030355 -0.437266
C 4.264120 5.109179 -1.205819
H 4.210123 5.447622 -3.331077
H 2.779054 3.130875 -3.384256
H 2.822070 2.150755 -0.959361
H 3.921935 3.942950 0.570584
H 4.843539 5.923733 -0.672830
O 0.740604 -1.699701 2.950998
C 1.104750 -0.837008 3.712493
C 2.343015 -0.699938 4.540937
C 2.506229 0.730243 4.930104
C 1.056756 1.286966 4.753697
O 0.349392 0.279256 3.891029
H 2.095187 -1.347909 5.414630
H 3.142148 -1.150245 3.977021
H 2.892084 0.763465 5.895558
H 3.085426 1.317953 4.194129
H 0.392640 1.377899 5.602404
H 1.049263 2.211772 4.193088
O -2.116560 -2.118328 -5.025196
C -2.835494 -1.179991 -4.948112
C -3.872672 -0.957975 -3.903845
C -4.465475 0.392283 -4.394843
C -3.307266 1.042673 -5.171453
O -2.586358 -0.103699 -5.757739
H -4.616783 -1.726195 -3.848767
H -3.342587 -0.891966 -2.963498
H -5.370840 0.275397 -5.006001
H -4.670485 0.911680 -3.468792
H -3.607589 1.695709 -6.070991
H -2.541878 1.530749 -4.595845
Br -1.559879 4.016539 -3.915313
C -1.869373 3.919462 -1.997050
C -0.813580 4.745653 -1.336145
Br -1.104125 4.723087 0.608889
H -1.788431 2.859198 -1.841598
H -2.816446 4.364625 -1.868267
H -0.957690 5.793877 -1.562024
H 0.243260 4.435481 -1.518033

Atomic forces in eV per Å
C -1.5 -0.3 0.3
C 1.5 0.2 -1.0
C 1.0 1.6 -0.9
N -0.3 0.4 1.6
C 0.5 -0.1 -1.4
H -0.1 -0.3 0.1
H -0.5 -0.2 0.6
H -0.7 -1.1 -0.1
H 0.1 -0.3 -0.1
H 0.1 0.0 0.8
C 1.0 -0.1 0.4
C -0.2 -0.6 -0.4
C -0.9 0.8 -0.3
N 1.3 0.6 0.4
C -0.3 1.0 0.5
H -0.6 0.0 -0.1
H 0.4 -1.0 0.0
H -0.2 0.3 0.5
H -0.4 -1.1 -0.7
H -0.1 -0.2 -0.1
C -1.5 0.7 0.2
C 1.7 0.3 -0.2
C -1.4 -0.7 1.5
N 0.1 0.0 0.5
C 1.1 0.1 -1.0
H 0.1 -0.1 0.0
H -0.6 -0.1 -0.4
H 0.4 0.4 -0.6
H 0.3 -0.3 -0.2
H 0.0 -0.2 0.1
C -0.2 -0.2 -0.9
C 0.8 -0.4 -0.3
C -0.3 -0.6 0.0
N 1.0 -0.2 -0.4
C 0.6 0.8 0.5
H -0.4 -1.1 -0.1
H -0.5 0.1 0.5
H 0.6 0.7 -0.2
H -0.8 0.9 0.6
H -0.8 -0.1 0.4
C 0.7 -2.5 -0.2
C 1.3 0.4 0.1
C 0.3 0.5 0.8
N -0.8 1.9 -0.7
C -1.1 0.6 0.0
H 0.2 0.7 0.1
H 0.0 -0.4 0.2
H -1.5 -1.6 -0.7
H 0.3 0.0 0.2
H 0.7 0.5 0.3
C 2.6 -0.7 0.3
C -2.2 -0.3 -1.0
C 3.3 -0.5 -0.7
N 0.4 0.1 1.1
C -1.5 1.1 -1.2
H -0.5 -0.2 -0.4
H -1.1 0.4 1.0
H -0.3 0.3 -0.1
H -0.4 -0.1 0.2
H -0.4 -0.1 0.8
C -0.2 0.8 -0.5
C 0.1 1.8 -0.8
C -1.0 -1.6 0.1
N 0.5 -2.3 0.7
C 0.1 1.8 0.1
H 0.5 -0.3 1.0
H -0.2 -0.6 -0.2
H 0.2 0.3 -0.1
H 0.1 1.1 0.1
H -0.2 -1.1 -0.2
C -1.1 0.5 -0.2
C 1.5 -0.2 0.1
C 0.7 -0.8 1.4
N -0.6 1.0 0.5
C -0.5 -0.2 0.4
H 0.6 -0.4 0.0
H -0.4 0.3 -0.4
H -0.6 0.3 0.2
H 0.2 -0.5 -1.7
H 0.1 0.1 -0.2
C -0.2 0.0 -0.4
C -1.1 -0.8 -0.9
C 0.2 -0.7 0.2
N -0.2 0.4 -0.5
C 1.2 0.4 2.6
H 0.1 0.6 -0.6
H 0.7 0.4 0.5
H 0.3 0.8 0.2
H 0.0 0.0 -0.4
H -0.9 -1.1 -1.1
O 0.3 0.2 0.9
C -1.0 1.0 -0.9
C -0.4 -1.8 0.2
C -1.6 0.9 -2.1
C -0.5 -1.4 -0.8
O 0.7 0.7 0.5
H 0.6 0.3 -0.3
H 0.5 -0.2 0.1
H 0.6 0.7 1.6
H 0.2 -0.6 0.8
H 0.3 0.0 0.5
H 0.0 0.2 -0.1
O 0.5 -1.5 -0.3
C 1.4 0.0 -0.4
C -0.5 1.5 -1.5
C 0.5 0.1 1.1
C -0.4 -0.4 -2.3
O -1.7 0.2 0.9
H -0.1 -0.6 0.0
H 0.0 0.2 0.2
H 0.4 0.0 0.2
H -0.5 0.8 -0.2
H 0.3 -0.9 1.6
H -0.2 0.5 0.6
Br 0.2 0.3 -0.5
C 1.3 -0.1 -0.8
C 0.9 0.1 0.5
Br 0.1 -0.1 -0.1
H -0.3 -0.2 0.7
H -1.1 0.0 0.4
H 0.2 0.1 -0.3
H -1.0 0.1 0.1

Löwdin atomic charge list, values in e, 5 entries: -0.136 -0.104 -0.123 0.053 -0.122

=====

[2]
A structure of composition C46H63FFeN5O2S in a non-equilibrium geometry, computed with ωB97M-V with the def2-TZVPD basis set.

Calculated values
Kohn-Sham gap (spin up / spin down) ... 6.5 / 5.7 eV
LUMO energy (spin up / spin down) ... -0.486 / -1.109 eV
HOMO level (spin up / spin down) ... -0.2563 / -0.2516 Ha
<S²> ... 8.7618
Energy relative to the best compared isomer or geometry (same formula, charge and spin) ... 23.8 kcal/mol
Multiplicity ... 6

CARTESIAN COORDINATES (ANGSTROEM)
Fe 0.040870 -1.645717 -1.437289
C 0.656358 -5.218386 -1.543460
N 0.178193 -4.229264 -0.579292
C -1.117687 -4.655543 -0.078817
C 1.124046 -4.091876 0.532398
C 2.296714 -3.203623 0.180646
N 1.992571 -1.747768 0.089365
C 1.864456 -1.155053 1.436906
C 0.615606 -1.215956 2.290255
C 0.871070 -1.160561 3.655667
C -0.116179 -0.903548 4.583571
C -1.399553 -0.756450 4.071925
C -1.745425 -0.880308 2.733336
C -0.694689 -1.065354 1.755872
O -0.888481 -1.083175 0.457299
C -3.241045 -0.659119 2.399698
C -4.151265 -0.898000 3.616840
C -3.391278 0.815676 1.988924
C -3.765619 -1.611199 1.323003
C 0.153235 -0.700617 6.071005
C 1.590711 -1.058504 6.453294
C -0.091244 0.774123 6.424190
C -0.786646 -1.585424 6.905616
C 3.100771 -1.080103 -0.622317
C 2.901462 0.405071 -0.763878
C 3.756899 1.282807 -0.127838
C 3.598794 2.661594 -0.215403
C 2.614356 3.140966 -1.076835
C 1.741394 2.320130 -1.774026
C 1.800958 0.910776 -1.527121
O 0.883331 0.093000 -1.987637
C 0.812783 2.884174 -2.852130
C -0.660115 2.637666 -2.506039
C 1.150005 2.182254 -4.180953
C 1.010437 4.387883 -3.050812
C 4.505004 3.578958 0.599900
C 4.124146 5.054816 0.461868
C 5.957852 3.407234 0.130736
C 4.392323 3.199259 2.085958
H 0.741046 -6.212221 -1.082066
H 1.623133 -4.921234 -1.935417
H -0.049009 -5.277683 -2.371052
H -1.052131 -5.648431 0.389339
H -1.834892 -4.702915 -0.899340
H -1.472066 -3.949150 0.649956
H 1.496874 -5.083942 0.825634
H 0.605714 -3.667956 1.386615
H 2.679946 -3.518158 -0.783150
H 3.084804 -3.355187 0.933104
H 2.043556 -0.084759 1.331609
H 2.700543 -1.556689 2.028172
H 1.900906 -1.276502 3.976122
H -2.186590 -0.522462 4.774985
H -4.084461 -0.097552 4.355458
H -3.921190 -1.846520 4.105837
H -5.189223 -0.937296 3.278272
H -3.138744 1.457064 2.835453
H -4.417153 1.033785 1.673517
H -2.710498 1.060856 1.174607
H -3.861418 -2.615374 1.744457
H -3.105615 -1.655395 0.471429
H -4.755363 -1.288766 0.988572
H 2.314291 -0.407976 5.958574
H 1.817976 -2.095845 6.198448
H 1.719797 -0.939624 7.530897
H 0.579780 1.416730 5.850975
H 0.086330 0.949686 7.488844
H -1.117429 1.065196 6.194583
H -0.670331 -2.632244 6.618734
H -1.831907 -1.308014 6.766009
H -0.550966 -1.488587 7.968338
H 3.136964 -1.538704 -1.603899
H 4.060028 -1.248000 -0.112049
H 4.565783 0.866070 0.464080
H 2.525967 4.207575 -1.210627
H -0.827140 1.582042 -2.314071
H -1.297790 2.952934 -3.337772
H -0.951422 3.203497 -1.617778
H 0.940251 1.115177 -4.114808
H 2.206863 2.311975 -4.423144
H 0.552263 2.605344 -4.992878
H 0.757068 4.948903 -2.148983
H 0.349883 4.727769 -3.851128
H 2.036264 4.628582 -3.337130
H 4.256030 5.410026 -0.561803
H 4.767900 5.651026 1.110949
H 3.089065 5.223790 0.764845
H 6.044489 3.638791 -0.932492
H 6.311753 2.386595 0.282161
H 6.614350 4.082176 0.686084
H 3.357222 3.292917 2.420508
H 5.012166 3.864519 2.692364
H 4.715249 2.174179 2.268550
N -3.592144 -0.077248 -3.946108
C -3.965845 1.175523 -3.412027
C -4.655206 2.085805 -4.194266
C -5.074033 3.295207 -3.650930
C -4.765271 3.607416 -2.339748
C -4.029809 2.711557 -1.571692
C -3.649898 1.491269 -2.100421
S -2.740074 0.346033 -1.107294
N -2.111714 -0.729437 -2.240218
C -2.560676 -0.827887 -3.435262
C -1.932968 -1.813542 -4.348745
C -2.418361 -2.064982 -5.627149
C -1.735256 -2.946396 -6.447089
C -0.587547 -3.541826 -5.965777
C -0.185886 -3.245373 -4.670467
N -0.843508 -2.410445 -3.873513
H -3.787221 -0.185466 -4.924694
H -4.868079 1.846730 -5.230529
H -5.653260 3.978618 -4.257075
H -5.089415 4.543827 -1.906299
H -3.763621 2.947348 -0.548009
H -3.319080 -1.595955 -5.997116
H -2.091456 -3.151096 -7.447954
H -0.012203 -4.225523 -6.573367
H 0.712287 -3.671999 -4.253362
F 1.366205 -2.653006 -2.413808

Atomic forces in eV per Å
Fe 1.9 1.1 0.7
C 0.0 0.3 -0.1
N -0.3 0.4 0.1
C -0.1 -0.3 -0.1
C -0.1 0.3 0.0
C 0.2 0.3 0.0
N -1.0 -0.8 0.2
C 0.1 0.2 0.0
C -0.4 -0.2 -0.5
C 0.1 -0.1 0.0
C 0.0 0.1 -0.1
C 0.0 -0.1 0.1
C 0.0 -0.1 -0.4
C 0.5 -0.3 1.3
O 0.0 -0.5 -2.0
C 0.2 0.1 0.0
C 0.0 0.1 0.0
C 0.0 0.0 -0.1
C 0.1 -0.1 0.1
C -0.1 -0.1 0.1
C -0.1 0.0 0.0
C 0.0 -0.1 0.0
C 0.1 0.0 -0.1
C -0.2 0.4 -0.2
C -0.8 0.2 -0.5
C 0.0 0.2 -0.1
C 0.0 0.0 0.0
C 0.2 -0.1 0.2
C -0.1 -0.8 -0.1
C 1.0 0.5 0.8
O -1.3 -1.6 -0.1
C 0.0 -0.1 0.0
C 0.2 0.0 -0.1
C -0.1 0.0 0.1
C 0.0 0.0 0.0
C 0.1 -0.1 0.0
C 0.0 -0.1 0.0
C 0.0 0.1 0.1
C 0.0 0.1 -0.1
H 0.0 0.0 0.1
H 0.0 0.0 -0.1
H 0.0 0.0 -0.1
H -0.1 0.0 0.0
H 0.0 0.0 0.0
H -0.2 0.4 0.3
H 0.0 0.0 0.1
H -0.2 0.0 0.1
H 0.2 0.1 -0.1
H 0.0 0.1 0.0
H 0.1 0.0 -0.2
H 0.0 0.1 0.1
H 0.0 0.0 0.0
H 0.0 -0.1 0.0
H 0.0 0.0 0.0
H 0.0 0.0 0.0
H 0.0 0.0 0.0
H 0.0 0.0 0.0
H 0.0 0.0 0.0
H 0.0 0.1 0.2
H 0.0 0.0 0.0
H 0.1 -0.1 -0.1
H 0.0 0.0 0.0
H 0.0 0.0 0.0
H 0.0 0.0 0.0
H 0.0 0.0 0.0
H 0.0 0.0 0.0
H 0.0 0.0 0.0
H 0.0 0.0 0.0
H 0.0 0.0 0.0
H 0.0 0.0 0.0
H 0.0 0.0 0.0
H 0.1 -0.1 -0.2
H -0.1 -0.1 0.1
H 0.0 0.0 0.0
H 0.0 0.0 0.0
H 0.0 0.1 0.0
H 0.0 0.1 0.0
H 0.0 0.0 0.0
H 0.0 0.0 0.0
H 0.0 0.0 0.0
H 0.0 0.0 0.0
H 0.0 0.0 0.0
H 0.0 0.0 0.0
H 0.0 0.0 0.0
H 0.0 0.0 0.0
H 0.0 0.0 0.0
H 0.0 0.0 0.0
H 0.0 0.0 0.0
H 0.0 0.0 0.0
H 0.0 0.0 0.0
H 0.0 0.0 0.0
H 0.0 0.0 0.0
H 0.0 0.0 0.0
N 0.1 -0.1 0.1
C -0.2 0.2 0.0
C 0.0 -0.1 0.0
C 0.0 0.0 -0.1
C 0.0 0.0 0.1
C 0.0 0.0 0.0
C 0.2 -0.2 -0.1
S -0.4 0.2 0.1
N 0.7 -0.3 -0.2
C -0.1 0.3 0.3
C 0.1 -0.2 -0.3
C -0.1 0.1 0.0
C 0.0 0.0 0.0
C -0.1 0.0 0.0
C 0.1 0.0 0.1
N -0.1 0.0 0.1
H 0.0 0.0 0.0
H -0.1 0.0 0.0
H 0.1 0.0 0.0
H 0.0 0.0 0.0
H 0.0 0.0 0.0
H 0.0 0.0 0.0
H 0.0 0.0 0.0
H 0.0 0.0 0.0
H 0.1 0.0 0.2
F -0.6 0.6 0.2

Löwdin atomic charge list, values in e, 5 entries: 1.186 -0.099 -0.289 -0.093 -0.178

=====

DFT total energy
In order: -7731.12477 -3976.71204
Unit: hartree